Molecular formula: C50H43F5N3O4PS3Ta
Method: DFT, ωB97M-V/def2-TZVPD

Its HOMO-LUMO gap is 5.84 eV. As for the total charge: +1. Its energy above the lowest of the compared OMol25 structures with the same formula, charge and spin is 155.4 kJ/mol. Its energy is -4488.31524 hartree. The calculation puts the HOMO energy at -9.80 eV. As for the spin multiplicity: 1.

CARTESIAN COORDINATES (ANGSTROEM)
Ta (-1.941, 1.133, 0.730)
C (5.535, 1.474, -1.452)
C (4.387, 1.896, -2.410)
C (4.199, 3.403, -2.238)
C (3.116, 1.095, -2.259)
C (2.291, 0.946, -3.552)
O (1.863, -0.504, -3.591)
C (2.622, -1.107, -2.571)
N (3.376, -0.300, -1.883)
C (2.650, -2.577, -2.528)
C (3.907, -3.204, -2.738)
C (3.959, -4.607, -2.865)
C (2.781, -5.328, -2.946)
C (1.552, -4.665, -2.742)
C (1.486, -3.313, -2.447)
P (0.065, -2.519, -1.524)
C (-1.318, -2.809, -2.596)
C (-2.571, -2.627, -1.966)
C (-3.706, -2.928, -2.667)
C (-3.620, -3.394, -3.996)
C (-2.372, -3.496, -4.603)
C (-1.199, -3.208, -3.976)
C (-0.299, -3.695, -0.178)
C (-0.103, -3.379, 1.196)
C (-0.087, -4.387, 2.192)
C (-0.466, -5.698, 1.919)
C (-0.724, -5.959, 0.575)
C (-0.778, -5.023, -0.439)
H (5.322, 1.635, -0.409)
H (6.462, 1.997, -1.768)
H (5.823, 0.388, -1.461)
H (4.791, 1.667, -3.424)
H (3.852, 3.583, -1.228)
H (3.523, 3.896, -2.983)
H (5.153, 3.943, -2.253)
H (2.510, 1.546, -1.449)
H (2.914, 1.093, -4.437)
H (1.352, 1.479, -3.567)
H (4.806, -2.593, -2.864)
H (4.966, -5.102, -2.897)
H (2.742, -6.410, -3.040)
H (0.592, -5.165, -2.799)
H (-2.628, -2.268, -0.962)
H (-4.672, -2.759, -2.250)
H (-4.503, -3.701, -4.554)
H (-2.353, -3.810, -5.660)
H (-0.215, -3.375, -4.384)
H (0.078, -2.340, 1.513)
H (0.243, -4.090, 3.199)
H (-0.457, -6.490, 2.625)
H (-0.935, -7.028, 0.364)
H (-1.112, -5.250, -1.471)
O (-4.227, 0.488, -2.438)
C (-3.258, 1.153, -2.048)
O (-2.497, 0.744, -1.047)
C (-2.835, 2.472, -2.565)
C (-3.780, 3.144, -3.356)
C (-3.588, 4.437, -3.785)
C (-2.441, 5.081, -3.297)
C (-1.493, 4.470, -2.452)
C (-1.653, 3.127, -2.016)
S (-0.370, 2.659, -0.967)
H (-4.641, 2.566, -3.688)
H (-4.258, 4.952, -4.428)
H (-2.193, 6.085, -3.701)
H (-0.575, 4.979, -2.125)
O (-1.955, -0.269, 2.037)
N (-2.948, -1.038, 2.663)
C (-2.587, -1.583, 3.850)
C (-3.434, -2.414, 4.554)
C (-4.628, -2.823, 3.884)
C (-4.921, -2.288, 2.634)
C (-4.120, -1.290, 2.033)
S (-4.554, -0.475, 0.614)
H (-1.589, -1.338, 4.249)
H (-3.116, -2.628, 5.608)
H (-5.316, -3.542, 4.362)
H (-5.791, -2.618, 2.076)
F (-4.390, 2.913, 0.832)
C (-3.166, 2.643, 1.491)
F (-2.441, 3.833, 1.318)
C (-3.566, 2.684, 2.922)
F (-4.420, 3.689, 3.143)
F (-2.500, 2.850, 3.754)
F (-4.219, 1.557, 3.346)
N (-0.345, 1.768, 1.788)
S (0.042, 1.679, 3.474)
C (0.733, 3.363, 3.701)
C (-0.112, 4.327, 4.209)
C (0.106, 5.713, 3.818)
C (1.225, 6.031, 3.036)
C (2.189, 5.046, 2.732)
C (1.950, 3.710, 3.100)
C (1.554, 0.732, 3.322)
C (2.020, 0.135, 2.158)
C (3.277, -0.469, 2.146)
C (4.010, -0.607, 3.296)
C (3.547, 0.000, 4.455)
C (2.354, 0.697, 4.467)
H (0.279, 2.456, 1.352)
H (-0.969, 4.110, 4.797)
H (-0.573, 6.499, 4.117)
H (1.320, 7.068, 2.687)
H (3.105, 5.330, 2.180)
H (2.702, 2.986, 2.899)
H (1.452, 0.093, 1.233)
H (3.688, -0.796, 1.191)
H (4.927, -1.187, 3.330)
H (4.171, -0.118, 5.407)
H (1.958, 1.146, 5.360)

Atomic partial charges in e from the Mulliken method, atoms 1 to 4: -1.0203, -1.5170, 0.4111, -1.4673

=====

Molecular formula: C23H19BrO4S
Method: DFT, ωB97M-V/def2-TZVPD

Its HOMO-LUMO gap is 8.13 eV. The SMILES is COc1ccc(C2=C[C@@H]([C@H](Br)S(=O)(=O)c3ccccc3)c3ccccc3O2)cc1. Its energy is -4160.94932 hartree. The calculation puts the HOMO energy at -7.65 eV. As for the spin multiplicity: 1.

CARTESIAN COORDINATES (ANGSTROEM)
C (2.676, -9.691, -1.717)
O (2.694, -8.295, -2.088)
C (2.908, -7.364, -1.125)
C (2.842, -6.010, -1.540)
C (2.922, -5.010, -0.601)
C (3.036, -5.312, 0.777)
C (2.996, -4.276, 1.783)
C (2.717, -2.983, 1.517)
C (2.970, -1.887, 2.475)
C (1.867, -0.878, 2.223)
Br (2.213, 0.971, 2.789)
S (0.239, -1.469, 2.854)
O (-0.146, -2.604, 2.031)
O (0.342, -1.556, 4.294)
C (-1.001, -0.198, 2.508)
C (-1.142, 0.841, 3.425)
C (-2.172, 1.766, 3.273)
C (-3.086, 1.637, 2.224)
C (-2.931, 0.602, 1.293)
C (-1.889, -0.325, 1.432)
C (3.170, -2.411, 3.909)
C (3.569, -1.580, 4.973)
C (4.135, -2.131, 6.126)
C (4.300, -3.517, 6.237)
C (3.856, -4.361, 5.244)
C (3.334, -3.779, 4.093)
O (3.215, -4.700, 3.061)
C (3.223, -6.653, 1.167)
C (3.158, -7.681, 0.241)
H (2.474, -10.197, -2.662)
H (3.649, -10.006, -1.313)
H (1.882, -9.908, -0.987)
H (2.692, -5.794, -2.594)
H (2.889, -3.971, -0.915)
H (2.320, -2.699, 0.547)
H (3.918, -1.409, 2.184)
H (1.656, -0.801, 1.147)
H (-0.441, 0.925, 4.250)
H (-2.257, 2.581, 3.987)
H (-3.914, 2.346, 2.125)
H (-3.629, 0.506, 0.456)
H (-1.770, -1.140, 0.715)
H (3.413, -0.501, 4.867)
H (4.507, -1.461, 6.907)
H (4.792, -3.936, 7.106)
H (4.035, -5.431, 5.252)
H (3.409, -6.920, 2.207)
H (3.266, -8.723, 0.567)

Atomic partial charges in e from the Mulliken method, atoms 1 to 4: -0.8015, -0.4394, 0.8987, -0.7860

=====

Molecular formula: C4H2O2
Method: DFT, ωB97M-V/def2-TZVPD

Its HOMO-LUMO gap is 7.22 eV. Its energy above the lowest of the compared OMol25 structures with the same formula, charge and spin is 88.6 kJ/mol. The SMILES is O=C=C=C=CO. Its energy is -303.97606 hartree. The calculation puts the HOMO energy at -8.12 eV. As for the spin multiplicity: 1.

CARTESIAN COORDINATES (ANGSTROEM)
O (-3.442, 0.220, 0.518)
C (-2.298, 0.362, 0.307)
C (-1.078, 0.516, -0.064)
C (0.190, 0.491, -0.205)
C (1.467, 0.198, -0.182)
O (1.867, -1.110, -0.167)
H (2.236, 0.950, -0.162)
H (1.059, -1.627, -0.043)

Atomic partial charges in e from the Mulliken method, atoms 1 to 4: -0.4253, 0.5306, 0.1408, -0.0905

=====

HOMO-LUMO gap of number 3 (C4H2O2)? 7.22 eV